(1)
Formula: C3H11O3
Source: the Open Molecules 2025 dataset
Level of theory: wB97M-V/def2-TZVPD

The value obtained for the HOMO-LUMO gap is 7.95 eV. The LUMO energy comes out at 4.12 eV. Its energy above the lowest of the compared OMol25 structures with the same formula, charge and spin is 31.4 kJ/mol. Its total charge is -1. The HOMO energy is -0.1409 hartree. Its largest force on an atom is 1.61 eV/A. The calculation puts the total energy at -346.640469 hartree.

Cartesian coordinates (Å):
C  -0.3328  0.0260  -0.0820
O  -0.1724  -0.9054  0.9467
C  1.0067  0.7537  -0.4050
C  0.7742  2.2463  -0.6135
H  -1.0117  0.8070  0.2975
H  -0.7251  -0.4623  -0.9892
H  1.3809  0.2815  -1.3172
H  1.6330  0.4605  0.4396
H  0.0732  2.3934  -1.4242
H  1.7079  2.7142  -0.9343
H  0.4426  2.6859  0.3196
H  0.3794  -2.8796  -1.1796
H  0.7501  -1.9462  0.0375
O  1.0930  -2.6693  -0.5768
H  -1.5110  -1.0249  1.6419
H  -3.0660  -1.5368  1.7129
O  -2.4221  -0.9442  2.1260

---

(2)
Formula: C4H9N3O
Source: the Open Molecules 2025 dataset
Level of theory: wB97M-V/def2-TZVPD

The value obtained for the HOMO-LUMO gap is 8.24 eV. The LUMO energy comes out at 0.63 eV. Its energy above the lowest of the compared OMol25 structures with the same formula, charge and spin is 312.2 kJ/mol. Its total charge is 0. The HOMO energy is -0.2797 hartree. Its largest force on an atom is 5.33 eV/A. The calculation puts the total energy at -397.231741 hartree.

Cartesian coordinates (Å):
N  -0.6663  0.4718  -1.1238
C  -0.0007  0.9596  -0.0048
O  -0.7340  1.9787  0.5578
C  1.7904  1.2632  -0.0771
C  1.1926  0.2056  0.7403
H  -1.0417  1.1926  -1.7213
H  -0.1866  -0.2566  -1.6345
H  -0.2988  2.2754  1.3746
H  2.1189  2.1821  0.3897
H  2.2221  1.0059  -1.0350
H  1.3009  -0.8175  0.4074
H  1.1587  0.3464  1.8128
N  -0.4974  -3.2035  -1.2430
C  -1.0232  -2.6566  -0.3777
N  -1.5317  -1.8982  0.5777
H  -2.4386  -2.1534  0.9353
H  -1.3644  -0.8955  0.4218